[1]
Density functional theory data (ωB97M-V/def2-TZVPD) for 9 unconnected molecules or ions with the total composition C20H33N9O2S.

```
65
Properties=species:S:1:pos:R:3:forces:R:3
C 3.30748 0.86065 -0.50173 0.375 0.175 -0.062
C 3.25406 1.94351 -1.57545 -0.031 -0.192 0.294
S 1.62108 2.33028 -2.25294 0.095 0.000 -0.345
C 0.60799 2.91330 -0.87990 -0.409 0.089 0.113
N 0.15910 1.87711 0.06134 0.352 -0.170 0.037
C -0.34625 0.74729 -0.55874 -0.421 0.125 -0.079
O -1.22059 0.76729 -1.38586 0.318 0.003 -0.054
O 0.22316 -0.41556 -0.11269 0.275 0.147 0.088
H 4.32612 0.80238 -0.12206 0.035 -0.028 0.054
H 3.06658 -0.11968 -0.89850 -0.227 0.087 -0.041
H 2.66752 1.07645 0.34988 0.039 -0.025 0.012
H 3.79538 1.58948 -2.45439 -0.006 0.052 -0.046
H 3.78002 2.83544 -1.22844 -0.221 0.159 -0.040
H 1.07878 3.72723 -0.33293 0.098 -0.116 0.120
H -0.27132 3.33239 -1.36296 0.061 0.029 -0.119
H 0.86715 1.65009 0.74350 -0.025 -0.131 -0.096
H 0.47409 -0.92876 -0.89719 -0.236 -0.042 0.028
C 2.85587 -3.29775 -0.02363 -0.040 -0.301 0.323
C 2.73996 -2.64178 -1.31451 -0.029 0.187 0.086
N 2.64527 -2.04707 -2.29221 -0.089 -0.148 -0.097
H 2.71994 -4.37404 -0.11589 0.015 0.007 -0.064
H 3.83490 -3.11874 0.41584 0.039 0.069 -0.114
H 2.10397 -2.92246 0.67198 -0.031 0.077 -0.073
C -3.24632 4.68055 -3.59403 -0.129 -0.072 -0.004
C -1.82025 4.91224 -3.40830 0.039 0.095 -0.016
N -0.70011 5.12021 -3.26418 -0.065 -0.027 0.043
H -3.68987 4.28802 -2.68050 0.069 -0.014 0.022
H -3.75405 5.60742 -3.85449 0.068 0.028 -0.006
H -3.43052 3.96244 -4.38889 0.069 -0.014 -0.016
C 7.58381 1.87750 2.18474 0.172 0.164 0.023
C 6.57018 0.86488 1.93064 -0.070 -0.005 0.008
N 5.76041 0.07672 1.73118 0.133 -0.104 0.107
H 8.42485 1.75370 1.50474 -0.035 -0.052 -0.026
H 7.16970 2.87413 2.04181 -0.064 -0.034 -0.018
H 7.95143 1.80061 3.20646 -0.045 -0.051 0.008
C -2.95037 -1.90870 -0.78802 0.021 0.255 -0.032
C -3.17036 -3.34529 -0.86337 -0.016 -0.019 0.000
N -3.34543 -4.47815 -0.92283 -0.002 -0.006 0.030
H -3.32628 -1.40596 -1.67725 0.000 -0.081 -0.034
H -3.45418 -1.48626 0.07876 -0.038 -0.063 0.056
H -1.89310 -1.67352 -0.70038 0.004 -0.088 0.006
C 5.92476 -3.36631 2.89190 0.117 0.175 0.025
C 4.93805 -4.42821 2.75471 -0.050 0.011 -0.025
N 4.14772 -5.25081 2.62884 -0.031 -0.007 0.012
H 6.82094 -3.60427 2.32126 -0.031 -0.056 -0.021
H 5.52353 -2.42006 2.52697 -0.034 -0.033 -0.010
H 6.20396 -3.24037 3.93658 -0.044 -0.048 0.017
C 0.22549 -5.51345 3.79782 -0.006 -0.331 0.075
C 0.32547 -4.09749 3.48084 0.034 0.032 -0.036
N 0.41090 -2.98098 3.22968 0.016 0.003 -0.029
H -0.77149 -5.89153 3.57762 -0.023 0.102 -0.045
H 0.94771 -6.08802 3.21956 0.048 0.106 -0.042
H 0.42851 -5.68454 4.85374 0.016 0.095 0.009
C -7.55630 4.19494 -2.58396 -0.121 0.087 0.225
C -6.68883 3.88836 -3.71205 -0.103 -0.067 -0.125
N -6.03549 3.64790 -4.62481 0.002 0.034 0.089
H -8.30455 3.41645 -2.44739 0.071 -0.067 -0.051
H -6.98236 4.27076 -1.66197 0.051 -0.048 -0.037
H -8.06752 5.14156 -2.75249 0.035 0.006 -0.057
C -7.35529 -0.73093 1.64234 -0.026 -0.227 0.181
C -7.51633 0.41505 0.76044 0.021 0.044 -0.023
N -7.64337 1.31929 0.06631 -0.006 0.038 -0.026
H -6.50455 -1.33687 1.33977 0.048 0.041 -0.089
H -7.19666 -0.40882 2.67009 -0.004 0.095 -0.037
H -8.24410 -1.35923 1.61558 -0.029 0.051 -0.052
```
Positions in Å, forces in eV/Å.

## Properties
M	463.6	u
structure (SMILES)	CCSCNC(=O)O.CC#N.CC#N.CC#N.CC#N.CC#N.CC#N.CC#N.CC#N
E_tot	-49614.388	eV
charge	0
frontier orbital gap	8.60	eV
HOMO energy	-0.3063	Ha
E_LUMO	0.27	eV

Here are the Mulliken charges for atoms 1 to 2, given in e: number 1, C, carries -0.0808; number 2, C, carries -0.6479

[2]
Density functional theory data (ωB97M-V/def2-TZVPD) for a molecular structure, C20H34ClGeLuO3S3Se at a distorted geometry.

```
64
Properties=species:S:1:pos:R:3:forces:R:3
Lu -15.09071 4.38200 7.09657 -0.521 0.251 -1.867
C -16.24241 5.91073 10.45524 0.370 -0.946 -0.371
C -14.91370 6.55225 10.05214 0.408 0.963 0.258
S -13.71367 5.57199 9.06116 -0.173 0.931 0.721
C -13.17278 4.33272 10.24542 0.379 -0.238 0.143
C -14.06223 3.13825 10.48666 -0.093 -1.018 0.321
S -14.78411 2.43671 8.98463 -0.122 -0.402 0.200
C -16.49694 2.10994 9.50603 0.192 -0.716 0.287
C -17.29437 3.31687 10.03703 -0.300 -0.588 -0.157
S -17.02859 4.84983 9.12126 0.294 0.720 0.653
H -16.99946 6.65106 10.61991 -0.150 0.623 0.281
H -16.12772 5.32944 11.39412 -0.177 0.132 -0.766
H -14.36305 6.88093 10.96775 -0.358 -0.374 -0.621
H -15.05755 7.50002 9.49601 -0.006 -0.658 -0.011
H -13.06093 4.83512 11.19754 0.292 0.285 0.165
H -12.17385 4.02370 9.92188 -0.160 0.059 -0.030
H -14.86215 3.31046 11.21036 0.008 0.277 -0.253
H -13.48673 2.30138 10.91514 0.043 0.475 -0.049
H -16.42099 1.33820 10.30069 -0.177 0.365 -0.478
H -16.92502 1.60126 8.61767 -0.097 0.479 0.525
H -17.10374 3.53797 11.10228 -0.054 -0.279 -0.576
H -18.36314 3.07703 9.93740 0.308 0.050 0.157
C -15.17475 2.05166 5.41423 0.407 0.353 -0.358
Ge -13.99329 1.95357 3.80246 0.317 0.026 0.140
C -14.79126 3.13825 2.45334 0.415 -0.701 -0.482
C -13.62692 0.05695 3.35070 -0.017 1.153 -1.080
C -12.26201 2.79799 4.37851 0.033 -1.251 1.153
Se -12.50802 4.35442 5.55602 0.177 0.169 -0.890
C -12.70437 5.64975 4.05789 -0.911 1.521 1.501
H -15.86349 2.88088 5.26548 -0.261 0.016 -0.066
H -14.55870 2.14756 6.30932 0.252 -0.237 0.219
H -15.73200 1.13348 5.47909 -0.355 -0.301 0.253
H -15.69181 2.62193 2.06156 0.490 0.601 0.013
H -14.04562 3.30667 1.64790 -0.609 -0.285 0.242
H -15.03036 4.12955 2.83583 -0.250 -0.098 0.195
H -14.32089 -0.29417 2.58075 -0.052 0.043 0.234
H -13.64351 -0.62061 4.18891 0.176 -0.065 0.283
H -12.64813 0.10431 2.84910 -0.140 -0.374 0.383
H -11.64145 3.10249 3.53886 -0.011 0.236 0.074
H -11.63901 2.09610 4.99603 -0.615 0.479 -0.622
H -13.78189 5.92462 3.98344 0.912 -0.292 -0.254
H -12.28660 5.25733 3.14486 0.055 -0.265 -0.044
H -12.15519 6.55447 4.40621 -0.335 -0.688 -0.480
C -19.80173 4.63464 2.06337 -0.247 0.260 -0.317
C -18.55494 5.38700 1.69894 -0.200 0.560 0.738
C -17.81716 5.15275 0.56208 0.558 -0.118 -0.784
C -16.66886 5.92348 0.26216 -0.587 0.580 1.314
Cl -15.32664 5.37386 -0.67923 -0.401 -0.103 -0.574
C -16.49356 7.10449 0.98137 0.572 0.462 -0.204
C -17.21046 7.33086 2.16702 0.620 0.180 -0.040
C -18.07534 6.35524 2.59401 0.995 0.022 -0.290
O -18.39529 6.18298 3.90394 -0.490 -0.029 2.006
C -17.67596 6.81161 4.96144 0.705 1.817 -0.764
C -16.63857 5.95973 5.72539 -0.557 0.753 -3.401
O -16.88034 4.73887 5.77612 0.003 -1.892 1.455
O -15.50207 6.39883 6.05843 0.283 0.092 1.537
H -19.76441 4.34258 3.12169 -0.130 -0.204 -0.433
H -19.82186 3.79257 1.37364 -0.507 -0.293 0.362
H -20.72874 5.25841 1.91498 0.972 -0.561 0.085
H -18.14027 4.33475 -0.08139 0.304 0.112 0.041
H -15.71666 7.83426 0.68142 -0.473 -0.670 0.218
H -16.98173 8.18234 2.82551 0.035 -0.397 -0.705
H -18.40427 7.10622 5.69551 -0.515 0.171 0.370
H -17.16429 7.76784 4.63699 -0.522 -1.174 0.435
```
Positions in Å, forces in eV/Å.

## Properties
M	780.7	u
E_tot	-227932.838	eV
charge	+2
frontier orbital gap	5.77	eV
HOMO energy	-0.4448	Ha
E_LUMO	-6.33	eV

Here are the Mulliken charges for atoms 1 to 2, given in e: number 1, Lu, carries 1.2667; number 2, C, carries -0.7387

[3]
Density functional theory data (ωB97M-V/def2-TZVPD) for a molecular structure, C20H34ClLuN4O6 at a distorted geometry.

```
66
Properties=species:S:1:pos:R:3:forces:R:3
O -0.59368 -1.64550 -0.80725 0.102 1.597 -0.079
C 0.38619 -1.64526 -1.72173 0.298 0.214 0.202
C 1.33884 -2.82272 -1.43808 0.290 0.544 -0.177
C 1.71847 -3.07103 -0.12049 0.061 -0.294 0.272
H 1.43337 -2.35354 0.64772 -0.062 -0.228 -0.113
C 2.43959 -4.21789 0.21704 0.037 0.061 -0.311
H 2.65366 -4.42913 1.27119 0.060 0.091 -0.459
C 2.87446 -5.08383 -0.79726 -0.129 0.019 -0.122
H 3.44889 -5.98567 -0.54415 -0.257 0.455 -0.166
C 2.55632 -4.79809 -2.13452 -0.103 0.002 0.214
H 2.90515 -5.45652 -2.93519 -0.127 0.175 0.300
C 1.76393 -3.68459 -2.44918 0.273 -0.018 0.283
H 1.48612 -3.46297 -3.48313 0.085 -0.161 0.246
H -0.00807 -1.83251 -2.75740 0.416 0.603 0.158
C 0.62154 0.73469 -3.05925 0.117 0.835 -0.403
C 1.22082 -0.07052 -1.91468 1.537 -3.391 -1.570
H 1.27105 0.67732 -3.95563 -0.235 0.034 0.430
H 0.48373 1.81863 -2.85422 0.065 -0.578 -0.012
H -0.34275 0.31755 -3.36561 0.030 0.056 0.230
C 2.58963 -0.15049 -1.79525 -0.843 0.148 -0.609
C 3.60466 0.71082 -2.48385 0.095 0.363 -0.074
H 3.07173 -0.97735 -1.26144 -0.566 0.270 0.279
H 4.29033 0.11426 -3.10172 -0.246 -0.229 0.170
H 4.24656 1.19745 -1.74578 -0.093 0.024 0.090
H 3.19944 1.49520 -3.12622 -0.164 -0.098 0.225
Lu 0.27800 0.96452 0.05720 -0.399 -1.385 1.680
Cl 1.91494 2.82649 -0.48294 -0.100 0.176 0.016
C 0.54499 2.95431 2.43674 -0.534 -0.809 -1.437
O -0.34091 2.45333 1.67485 0.923 1.018 1.288
N 0.44186 4.09577 3.10379 -0.268 0.248 -0.102
C -0.76660 4.91380 3.10973 0.135 0.056 0.055
C 1.61956 4.70000 3.71564 -0.074 -0.183 0.124
H 1.49697 2.41975 2.54660 -0.205 0.404 0.045
H -1.57497 4.40021 2.58760 0.198 0.042 0.076
H -0.55993 5.88359 2.63745 -0.068 -0.251 -0.057
H -1.05060 5.11929 4.14940 -0.036 -0.141 -0.180
H 2.45470 4.00534 3.60567 -0.043 0.201 0.105
H 1.43551 4.90306 4.77817 0.057 -0.115 -0.183
H 1.86420 5.65267 3.22513 -0.072 -0.286 0.002
H -2.13006 -4.34060 2.36494 0.097 0.087 -0.104
H -2.12235 -2.66198 4.19927 0.069 0.134 -0.200
C -1.36969 -3.75768 1.82590 -0.479 0.147 -0.006
C -1.31245 -2.11864 3.69055 0.585 -0.111 -0.098
N -1.39581 -2.36268 2.25245 -0.272 -0.118 0.720
H -1.56493 -3.78853 0.75063 0.153 -0.088 0.145
C -1.67017 -1.39224 1.37469 0.348 0.539 -0.794
O -1.31314 -0.19567 1.47695 -0.824 -0.899 0.249
H -1.39402 -1.05015 3.89336 0.126 -0.147 -0.077
H -2.26070 -1.76250 0.50887 0.570 0.351 0.276
H -0.38780 -4.20921 2.02912 -0.194 0.283 -0.118
H -0.36299 -2.50386 4.08134 -0.100 0.252 -0.008
H -4.16951 3.52868 -2.11974 0.169 -0.135 -0.002
H -5.56326 1.25994 -2.27956 0.180 -0.072 -0.024
C -3.39622 2.94543 -2.63508 0.021 -0.031 -0.068
C -4.64701 0.80561 -2.67561 0.008 -0.106 0.130
N -3.47156 1.54321 -2.22869 -0.311 0.259 -0.064
H -2.40997 3.35161 -2.40565 -0.171 -0.132 -0.020
C -2.58812 0.98682 -1.42339 1.668 0.440 0.655
O -1.53643 1.57759 -1.02246 -1.945 -0.543 -0.821
H -4.56743 -0.22586 -2.31974 -0.110 0.184 -0.138
H -2.79019 -0.05327 -1.12086 0.200 0.245 -0.136
H -3.59489 3.00712 -3.70925 0.140 0.007 0.123
H -4.70470 0.81399 -3.77016 0.086 -0.038 0.209
O 1.15208 0.44805 3.54722 0.346 -0.681 -1.039
N 1.54913 -0.41583 2.77730 -0.110 0.153 0.226
O 1.60451 -0.09982 1.50866 -0.409 0.548 0.550
```
Positions in Å, forces in eV/Å.

## Properties
M	636.9	u
E_tot	-85681.150	eV
charge	0
frontier orbital gap	7.83	eV
HOMO energy	-0.2769	Ha
E_LUMO	0.30	eV

Here are the Mulliken charges for atoms 1 to 2, given in e: number 1, O, carries -0.4839; number 2, C, carries -0.0271